Entry from the OMol25 dataset: a molecular structure, C28H41BrF15O19PS in a non-equilibrium geometry (ωB97M-V/def2-TZVPD).

Properties
Max |F|, hartree/bohr: 0.1146
Orbital gap, eV: 9.531
Net charge: 0

Each line ends with the Löwdin charge.
Positions of all 106 atoms, in Å:
O 0.8838 -0.7309 -1.2090  -0.287
P 0.0973 -0.0040 -2.2873  0.635
O 0.1979 1.6553 -1.9221  -0.249
O 0.8430 -0.1384 -3.8039  -0.143
C -1.7423 -0.4153 -2.3491  -0.640
Br -2.5656 1.1508 -1.3796  0.937
O -2.2657 -0.1899 -3.6973  -0.297
S -3.8226 -0.8309 -3.7290  0.756
O -4.2010 -1.4184 -5.0552  -0.270
O -4.9405 0.0593 -3.3150  -0.275
O -3.4419 -2.1393 -2.7779  -0.178
C -2.2568 -1.8586 -1.9490  -0.396
C -2.8983 -1.9682 -0.4765  -0.136
C -1.9311 -1.4944 0.6909  -0.156
C -1.1387 -2.6598 1.4133  -0.229
O -1.5549 -2.8712 2.7874  -0.090
C -1.2912 -3.1162 -2.0554  -0.086
C -1.4481 -3.9896 -3.3707  -0.135
C -1.1514 -3.2386 -4.7177  -0.227
O 0.2515 -2.8696 -4.7906  -0.098
H 1.1009 1.9277 -2.1868  0.084
H 0.1776 0.0519 -4.4968  0.075
H -3.7728 -1.2447 -0.5002  0.099
H -3.3331 -2.9845 -0.2910  0.136
H -1.1891 -0.7467 0.3061  0.067
H -2.5650 -0.9581 1.4583  0.127
H -0.0489 -2.3545 1.4280  0.117
H -1.2028 -3.6537 0.8925  0.111
H -1.9705 -3.7452 2.7903  0.077
H -0.2003 -2.8850 -1.9299  0.120
H -1.5653 -3.7970 -1.1965  0.110
H -2.4341 -4.5431 -3.3831  0.129
H -0.6641 -4.8059 -3.2931  0.112
H -1.3095 -3.9936 -5.5520  0.130
H -1.8384 -2.3815 -4.9472  0.090
H 0.2868 -2.2734 -5.5589  0.085
C -4.1842 3.7193 -3.2659  -0.071
C -3.6129 4.5889 -2.1649  -0.216
O -3.3618 5.9222 -2.6373  0.023
C -4.4196 6.7470 -2.6618  -0.380
O -5.5309 6.4450 -2.3281  0.175
C -3.9899 8.1347 -3.1290  -0.534
F -3.1800 8.0869 -4.1980  0.163
F -3.3186 8.7859 -2.1627  0.154
F -5.0272 8.9030 -3.4707  0.171
H -3.5310 3.7320 -4.1417  0.090
H -4.2961 2.6899 -2.9226  0.018
H -5.1607 4.0830 -3.5908  0.084
H -2.6492 4.1891 -1.8427  0.101
H -4.2629 4.6072 -1.2871  0.131
C 2.7702 1.0884 1.2277  -0.059
C 3.3681 0.6940 2.5605  -0.198
O 2.5280 1.1405 3.6353  0.030
C 1.4744 0.3594 3.9125  -0.369
O 1.2116 -0.6535 3.3177  0.155
C 0.6955 0.9175 5.1022  -0.528
F 0.5077 2.2431 5.0169  0.163
F 1.3302 0.6954 6.2725  0.150
F -0.5193 0.3740 5.2229  0.167
H 2.5800 2.1641 1.1961  0.078
H 3.4410 0.8226 0.4091  0.085
H 1.8137 0.5885 1.0648  0.063
H 4.3353 1.1811 2.6965  0.126
H 3.5413 -0.3827 2.6207  0.127
C 1.4467 -2.6788 6.3016  -0.055
C 0.8658 -3.9592 6.8654  -0.195
O 1.2404 -5.0895 6.0614  0.028
C 2.4586 -5.5973 6.2974  -0.381
O 3.2304 -5.1721 7.1116  0.167
C 2.7018 -6.8172 5.4127  -0.536
F 2.3188 -6.6089 4.1431  0.161
F 2.0202 -7.8875 5.8542  0.162
F 3.9918 -7.1653 5.3746  0.165
H 1.1619 -2.5557 5.2540  0.076
H 1.0966 -1.8145 6.8674  0.076
H 2.5381 -2.6956 6.3355  0.083
H -0.2241 -3.9103 6.8444  0.127
H 1.1593 -4.1109 7.9064  0.126
C -1.6011 9.2952 1.2241  -0.054
C -1.0153 8.3003 0.2428  -0.207
O 0.1755 7.6979 0.7752  0.028
C -0.0165 6.6750 1.6217  -0.379
O -1.0904 6.2539 1.9511  0.169
C 1.3251 6.0990 2.0675  -0.535
F 2.2056 7.0571 2.3958  0.163
F 1.8924 5.3656 1.0936  0.155
F 1.2044 5.3035 3.1337  0.168
H -0.8521 10.0369 1.5100  0.085
H -2.4585 9.8080 0.7855  0.081
H -1.9260 8.7987 2.1403  0.079
H -0.7207 8.8152 -0.6729  0.126
H -1.7424 7.5357 -0.0387  0.116
C 6.2083 -4.4280 -1.9061  -0.061
C 5.2762 -3.7363 -2.8805  -0.204
O 4.3877 -4.6812 -3.4958  0.027
C 3.3069 -5.0189 -2.7765  -0.377
O 3.0542 -4.5939 -1.6836  0.168
C 2.4269 -5.9842 -3.5655  -0.535
F 3.1377 -6.9568 -4.1587  0.162
F 1.7512 -5.3505 -4.5341  0.160
F 1.5191 -6.5923 -2.7922  0.159
H 6.7439 -5.2413 -2.4007  0.084
H 6.9338 -3.7212 -1.5005  0.082
H 5.6527 -4.8683 -1.0762  0.078
H 5.8546 -3.2838 -3.6877  0.125
H 4.7131 -2.9336 -2.3994  0.126